ORCA calculation (ωB97M-V/def2-TZVPD) on a 5-piece molecular cluster, C18H34Cl12NO3S overall.

The calculation puts the LUMO energy at -2.46 eV. For the HOMO-LUMO gap, the calculation gives 0.37177 Ha. As for the total charge: +1. The highest occupied orbital energy is -12.575 eV. The value obtained for the electronic energy is -6906.8691 Ha. The spin multiplicity is 1.

```
69
Properties=species:S:1:pos:R:3:mulliken_charge:R:1
H -1.0744 2.9915 -1.4781 -0.350
C -1.2829 2.9294 2.1755 -0.665
H -0.6375 -4.0906 0.0492 0.490
H -4.3333 -3.3270 3.4473 0.485
C -3.2324 -2.4845 1.7884 0.595
O -0.8665 -1.1005 0.0359 0.203
H -1.8024 1.2260 0.5254 -0.307
C 0.8099 7.9842 3.9568 0.423
Cl 2.7068 -6.3955 -0.3791 -0.118
H -0.0055 -1.4944 -1.7218 0.706
H -3.2816 2.1882 0.3281 0.462
Cl 0.7139 6.8160 0.0511 -0.143
H -2.7650 2.7285 -1.8865 0.472
Cl 5.0613 -4.6966 -0.3157 -0.102
N 0.0770 -0.8061 -0.9633 -0.555
H -2.8706 -1.1441 -0.4992 0.300
Cl 4.5234 -6.3441 -2.6528 -0.108
H -0.4034 2.2750 2.2359 0.247
H 1.8699 -2.8595 1.0584 0.235
H 1.3274 -0.5919 0.6934 0.453
C -2.5498 -1.3298 2.5341 -1.023
C 4.3865 -6.2151 -0.9017 -0.034
Cl 1.7880 4.1309 0.2456 -0.157
H -2.1293 2.4425 2.6697 0.326
Cl 0.6288 5.0603 -2.2601 -0.171
H 0.2274 1.2565 -0.7325 0.425
H -1.8306 -2.2660 -1.3965 0.536
H 0.5182 0.4019 -3.6538 0.487
C 2.4619 -0.1790 -1.1445 -0.723
O -1.5793 3.2382 0.8261 -0.357
S 1.8122 -2.7480 -0.2705 -0.063
H -2.1856 0.1970 -1.9423 0.363
Cl 4.7932 -3.0318 -3.7240 -0.044
C -1.2693 -3.9030 0.9190 -1.546
H 4.9551 -7.0234 -0.4618 0.357
H 2.5382 0.8586 -0.7948 0.140
H -1.0650 3.8638 2.6926 0.178
C -2.4365 -2.9797 0.5630 0.109
H 1.0252 7.7205 2.9307 -0.055
C 1.4480 -0.9856 -0.3175 -0.029
Cl 2.3260 8.4251 4.7339 -0.115
Cl -0.3187 9.3349 3.9471 -0.111
H -2.6947 -0.3682 2.0373 0.059
C 4.8236 -1.4337 -4.4680 0.217
H -3.8926 -4.5275 2.2348 0.395
C 0.5507 5.1560 -0.4974 0.584
H -2.9572 -1.2386 3.5424 0.565
H -1.4723 -1.4973 2.6306 0.122
Cl 5.5939 -1.4766 -6.0480 -0.121
H -4.1956 -2.1230 1.4079 0.497
H -1.3919 1.2063 -3.1138 0.552
H -3.1436 -3.5606 -0.0479 0.409
H 1.3319 1.7046 -2.7529 0.383
O 2.0440 -0.2246 -2.4902 -0.420
H 3.4426 -0.6480 -1.0697 0.565
C -2.0464 -1.8575 -0.4029 -0.891
C -1.9151 2.2979 -1.3550 -0.281
C -1.4627 1.0016 -2.0402 -1.437
Cl 0.0914 6.5681 4.7344 -0.134
C -2.2017 2.1706 0.1390 0.356
H -0.6400 -3.4837 1.7072 0.191
C 0.9707 0.6682 -2.6972 -0.893
H -1.6415 -4.8722 1.2594 0.415
H -2.6669 -3.9033 3.3487 0.366
H 3.8023 -1.1087 -4.5970 0.085
C -0.0636 0.5912 -1.5534 0.303
Cl 5.6134 -0.2645 -3.4035 -0.147
H -0.4121 4.7802 -0.1722 -0.078
C -3.5449 -3.6295 2.7571 -1.877
```

ORCA calculation (ωB97M-V/def2-TZVPD) on a 2-piece molecular cluster, C18H34Cl4IO2P overall.

The calculation puts the LUMO energy at 0.15 eV. For the HOMO-LUMO gap, the calculation gives 0.31682 Ha. As for the total charge: 0. Its structure (SMILES) is C=CC(=O)OCCCCCC[PH2](I)CCCCCCCC.ClC(Cl)(Cl)Cl. The highest occupied orbital energy is -8.474 eV. The value obtained for the electronic energy is -3336.4124 Ha. The spin multiplicity is 1.

```
60
Properties=species:S:1:pos:R:3:mulliken_charge:R:1
C 2.4326 1.0452 -1.4894 -0.429
H -3.2880 -3.1030 -0.3221 0.327
H 1.1944 4.1074 -0.4270 0.401
C -2.3577 -1.4780 0.7433 -0.965
H 2.7663 0.8414 -0.4713 0.257
C 1.6457 -0.1506 -2.0492 1.207
C -1.9077 0.7004 -3.3694 -0.911
P 0.1017 1.4530 1.7790 -0.098
H 3.3395 1.1338 -2.0917 0.465
H 2.0160 2.8514 0.5210 0.393
H -2.1845 0.9529 -2.3460 -0.021
C -0.1459 2.5783 0.2870 -0.385
H 3.7539 -1.1220 0.8416 0.443
H -2.2891 1.5206 1.9311 0.316
H -0.7034 3.4655 0.5939 0.554
H 2.9147 -0.8822 -3.6292 0.414
Cl -0.4262 2.1049 7.4742 -0.084
C 2.0957 -2.4533 1.0371 -0.494
C -1.8285 -0.0615 0.4715 1.352
H -0.6786 -0.9742 -3.8832 0.295
H 2.2841 3.0999 -2.0911 0.392
H -0.9896 1.2477 -3.5911 0.337
H 0.3472 2.5847 2.5522 0.209
H -2.6635 1.1066 -4.0407 0.301
H 1.1994 0.8302 1.1858 0.040
C 1.2447 3.0352 -0.2361 -0.975
H 1.9802 -3.5236 1.1790 0.335
O 3.5380 -3.6574 -1.2001 -0.560
H -1.6288 0.0231 2.6152 0.506
C 3.4978 -2.4954 -0.9197 0.545
Cl 1.6667 0.1521 7.8250 -0.064
H 2.0005 -2.1556 -2.8326 0.434
C -3.3478 -1.4812 -1.6869 -0.773
O 3.7032 -1.5269 -1.8733 -0.368
Cl 0.2287 1.1539 10.1153 -0.104
C 2.5415 -1.2206 -2.6628 -1.222
H -0.8841 -0.1301 -0.0740 -0.939
H -2.8409 -1.4514 1.7226 0.525
H -2.3239 -1.1450 -4.4286 0.498
I 0.8446 0.1566 4.0454 -0.384
H 1.0292 -0.6098 -1.2693 -0.928
C 1.6527 2.3797 -1.5665 -0.634
H 0.9631 0.1905 -2.8316 0.191
C -1.7173 -0.8145 -3.5840 -0.676
H -0.6612 2.1064 -0.5508 -0.104
C -3.4082 -2.0182 -0.2531 -0.987
C -1.9888 -1.6974 -2.3642 -0.132
C 3.1626 -1.9224 0.4089 -0.120
Cl 2.0683 2.8685 8.7016 -0.106
H -4.1060 -2.0157 -2.2660 0.528
H -1.9910 -2.7333 -2.7182 0.434
H 1.3379 -1.8051 1.4610 0.018
H -1.1738 -1.6325 -1.6396 -0.084
C 0.8848 1.5666 8.5247 0.330
H -3.6572 -0.4339 -1.6995 0.314
H -1.5404 -2.1934 0.8475 0.278
H 0.7752 2.2403 -2.2025 0.206
C -1.5586 0.7237 1.7900 -0.870
H -2.5134 0.5154 -0.1462 0.221
H -4.4067 -1.8477 0.1535 0.349
```

- Which formula does entry 2 have?
  C18H34Cl4IO2P